The following is a DFT calculation (ωB97M-V/def2-TZVPD) of a gas-phase ion, C4H10S2 (charge +1) at a distorted geometry.

```
16
Properties=species:S:1:pos:R:3
C 2.72875 0.73493 0.91799
C 1.62851 1.48941 0.18297
S 0.88111 0.35293 -0.99510
S -0.42711 -0.64864 0.44707
C -1.94474 -0.74716 -0.47675
C -3.18002 -0.96418 0.32984
H 3.23857 1.39505 1.70650
H 2.32024 -0.27941 1.33368
H 3.46734 0.32581 0.13076
H 0.89851 1.76769 0.90181
H 2.03055 2.31639 -0.41223
H -1.80389 -1.31889 -1.34760
H -1.98539 0.31864 -0.79604
H -3.11028 -0.69992 1.42297
H -3.90169 -0.26635 -0.13406
H -3.81312 -1.90552 0.23835
```

Electronic energy ... -25971.5982 eV
HOMO-LUMO gap (alpha / beta) ... 9.478 / 6.645 eV
⟨S²⟩ ... 0.755
ΔE to the lowest compared entry with this formula, charge and spin ... 118.1 kJ/mol
Net charge ... +1
2S+1 ... 2



The following is a DFT calculation (ωB97M-V/def2-TZVPD) of a molecular structure, C36H90F4N2O26S4Zn at a distorted geometry.

```
163
Properties=species:S:1:pos:R:3
Zn 0.48107 -1.51102 2.79214
N -0.17891 -0.52709 1.05610
S 0.26344 -1.51758 -0.08574
O 1.03389 -2.56372 0.53610
O 0.74557 -0.82876 -1.18296
F -1.01780 -2.23382 -0.49902
S -1.11710 0.85289 0.82522
O -2.41702 0.49648 0.49898
O -0.45360 1.88625 0.20175
F -1.16381 1.34816 2.34467
N -0.40637 4.44492 6.25673
S 0.95038 3.78039 5.90709
O 1.48992 4.09425 4.61909
O 1.26149 2.49289 6.45084
F 1.69956 4.85472 6.90176
S -1.84179 4.01500 5.95919
O -2.83248 4.23207 6.95338
O -1.93399 2.63541 5.43654
F -2.22010 4.98651 4.75238
C -4.96117 -1.46399 -1.03065
O -5.63191 -2.20763 0.02929
C -5.75443 -1.41514 1.17398
C -6.13682 -2.09524 2.50570
O -5.22442 -2.91945 3.15604
C -5.39988 -4.29531 2.94134
H -5.36283 -0.46295 -1.10045
H -5.17369 -1.96392 -1.94552
H -3.83520 -1.32723 -0.80576
H -6.50532 -0.67786 0.98159
H -4.81657 -0.82692 1.51259
H -6.98934 -2.75383 2.28698
H -6.42128 -1.29878 3.16271
H -4.51706 -4.76369 3.39111
H -5.46050 -4.52239 1.84798
H -6.29780 -4.71093 3.45295
C 6.34966 -4.40463 2.39733
O 5.46833 -3.33905 2.25580
C 5.18776 -2.96869 0.89337
C 6.32943 -2.05722 0.27265
O 6.37514 -0.95839 1.10368
C 7.45055 -0.08636 0.87472
H 7.30721 -4.21637 1.91522
H 5.91926 -5.37555 2.04926
H 6.56227 -4.53401 3.46578
H 4.23408 -2.44542 0.91002
H 5.13970 -3.90951 0.33594
H 6.11797 -1.80033 -0.72403
H 7.30788 -2.57834 0.27317
H 7.55264 -0.09780 -0.24063
H 8.35007 -0.48679 1.31801
H 7.20666 0.91970 1.23887
C 2.26956 -6.37154 -1.23136
O 1.75786 -6.08911 -2.52481
C 2.50220 -5.08190 -3.28024
C 1.58602 -4.59814 -4.39989
O 0.42265 -3.99815 -3.92188
C -0.76202 -4.77799 -3.87770
H 2.07988 -5.43832 -0.67983
H 3.40440 -6.58364 -1.29167
H 1.82281 -7.26012 -0.80413
H 3.35912 -5.59444 -3.77326
H 2.87914 -4.20858 -2.73315
H 1.38545 -5.37584 -5.12968
H 2.15235 -3.82876 -4.89748
H -0.48963 -5.70146 -3.36013
H -1.22585 -4.92024 -4.80300
H -1.52523 -4.35864 -3.22074
C 4.64640 2.42690 1.66410
O 3.48632 1.93940 1.05794
C 2.54625 2.91295 0.64191
C 3.08033 4.08485 -0.12995
O 3.86127 3.55830 -1.13970
C 4.80758 4.38054 -1.70092
H 4.52792 2.93499 2.64704
H 5.28979 3.15572 1.14718
H 5.25662 1.54098 1.78213
H 2.03738 3.31307 1.56258
H 1.77430 2.44046 0.06646
H 3.73403 4.78501 0.49537
H 2.26908 4.69956 -0.51404
H 4.45131 5.44585 -1.75650
H 5.07226 3.95104 -2.65359
H 5.70287 4.43075 -1.04128
C 1.82221 -4.37518 2.71878
O 1.97418 -2.93247 2.97735
C 2.68308 -2.66234 4.21120
C 3.06496 -1.19551 4.14706
O 1.81383 -0.51781 4.02756
C 1.92661 0.87571 3.78993
H 1.41779 -4.53792 1.72072
H 1.16938 -4.79458 3.46844
H 2.81283 -4.81546 2.68425
H 3.59738 -3.25692 4.24125
H 2.09270 -2.91497 5.07054
H 3.67279 -0.89865 3.28680
H 3.65211 -0.95052 5.03635
H 2.75534 1.24755 4.37733
H 0.96732 1.35736 4.05405
H 2.11481 1.11931 2.69161
C -0.15552 2.38311 -8.63909
O 1.24187 2.07005 -8.90288
C 2.08059 2.42115 -7.80526
C 2.90829 1.30212 -7.29657
O 2.07167 0.52540 -6.46896
C 2.58729 -0.71629 -6.01940
H -0.34382 3.14332 -7.85368
H -0.65922 1.43724 -8.51612
H -0.54181 2.81953 -9.57152
H 1.54605 2.91388 -6.98224
H 2.82845 3.13460 -8.15506
H 3.75524 1.69661 -6.71406
H 3.25126 0.68480 -8.13504
H 1.69510 -1.25900 -5.60481
H 3.33556 -0.53878 -5.16711
H 2.94765 -1.40312 -6.79165
C -4.78544 4.91174 0.23693
O -6.06078 4.42866 0.10938
C -6.20717 3.13292 0.69356
C -7.73917 2.72484 0.34803
O -8.13258 2.72846 -1.00668
C -7.44744 1.85065 -1.84760
H -4.08569 4.12381 0.01254
H -4.68467 5.29002 1.24842
H -4.69759 5.79978 -0.34877
H -6.24458 3.12889 1.78564
H -5.51433 2.49936 0.22256
H -8.32812 3.47391 0.90422
H -7.80783 1.66223 0.79537
H -7.47388 0.78902 -1.49721
H -6.40403 2.03408 -1.86630
H -7.89579 1.94950 -2.83180
C -1.22337 -4.04448 3.86898
O -1.07696 -2.93527 3.01879
C -2.28541 -2.18928 2.98703
C -2.20326 -1.19380 4.14532
O -0.77972 -0.88794 4.36331
C -0.59124 -0.05462 5.58433
H -0.34161 -4.23389 4.49580
H -1.40367 -4.94885 3.26571
H -1.97721 -3.80820 4.54996
H -3.06189 -2.91267 3.00486
H -2.30413 -1.71294 2.00777
H -2.70476 -1.46162 5.08856
H -2.72694 -0.31524 3.81939
H -0.70952 1.03145 5.30151
H 0.44931 -0.22269 6.01238
H -1.39667 -0.29926 6.32950
C -4.02842 3.50183 -3.25299
O -2.67085 3.40089 -3.65666
C -1.94611 3.73006 -2.53396
C -0.53005 3.66898 -2.91989
O -0.12692 4.65888 -3.80200
C -0.45106 4.43926 -5.14542
H -4.14260 4.52385 -2.83301
H -4.25975 2.82087 -2.41806
H -4.72987 3.29288 -4.07064
H -2.22514 3.14665 -1.65969
H -2.18045 4.77832 -2.28157
H -0.38336 2.64835 -3.32218
H 0.15117 3.68743 -2.05298
H 0.27087 4.99930 -5.72722
H -1.43495 4.92681 -5.42505
H -0.42740 3.36750 -5.40303
```

Electronic energy ... -197621.2168 eV
HOMO-LUMO gap ... 8.904 eV



The following is a DFT calculation (ωB97M-V/def2-TZVPD) of a molecular structure, C14H10AuF5N2OS.

```
34
Properties=species:S:1:pos:R:3
Au 1.48559 -1.27547 0.22327
F 3.92765 5.38809 -0.93288
C 2.97677 4.79054 -0.30091
C 3.13231 3.42473 0.04116
F 4.23255 2.80110 -0.29410
C 2.13336 2.78625 0.70790
F 2.27721 1.51408 1.04318
C 0.94831 3.47806 1.07137
S -0.25860 2.74687 1.97230
C 0.81160 4.84965 0.69710
F -0.29792 5.47079 1.01868
C 1.80836 5.50170 0.02991
F 1.69488 6.75895 -0.30658
C -2.20173 0.93468 -1.41675
C -1.34521 0.08365 -0.51972
O -0.11567 0.27493 -0.46284
N -1.99569 -0.86025 0.18322
C -1.40771 -1.80953 1.13119
C -0.89563 -3.08137 0.48723
C -1.75175 -4.13614 0.22830
C -1.26029 -5.28465 -0.37444
C 0.08440 -5.35365 -0.69178
C 0.88743 -4.26352 -0.41862
N 0.40537 -3.15027 0.15127
H -1.58518 1.65793 -1.93925
H -2.97573 1.45040 -0.84597
H -2.70216 0.30319 -2.15321
H -2.98904 -0.93135 0.02705
H -2.17252 -2.06227 1.86172
H -0.59279 -1.31688 1.66131
H -2.79492 -4.06235 0.50620
H -1.92053 -6.11426 -0.58939
H 0.51480 -6.23613 -1.14381
H 1.94248 -4.27746 -0.65207
```

Electronic energy ... -47803.3734 eV
HOMO-LUMO gap (alpha / beta) ... 8.665 / 4.935 eV
⟨S²⟩ ... 2.027
Net charge ... +2
2S+1 ... 3



The following is a DFT calculation (ωB97M-V/def2-TZVPD) of 2 unconnected molecules or ions with the total composition C2H4IN2 at a distorted geometry.

```
9
Properties=species:S:1:pos:R:3
C 0.49995 1.53375 0.91023
C -0.52395 -0.45086 -0.05527
N -0.10833 0.64462 0.25001
N -0.49519 -1.61275 -0.67183
I -3.48639 -0.16526 0.85498
H 1.05487 1.49584 1.88011
H 0.09199 2.55221 0.70758
H -0.35384 -1.61691 -1.69213
H -1.19977 -2.22748 -0.19700
```

Electronic energy ... -13208.1892 eV
HOMO-LUMO gap (alpha / beta) ... 5.434 / 5.504 eV
ΔE to the lowest compared entry with this formula, charge and spin ... 333.4 kJ/mol
Net charge ... +1



The following is a DFT calculation (ωB97M-V/def2-TZVPD) of 2 unconnected molecules or ions with the total composition CH7NO at a distorted geometry.

```
10
Properties=species:S:1:pos:R:3
C 1.14018 0.68274 -1.31115
N 1.52206 1.76304 -0.36784
H 0.68687 0.09421 -0.42031
H 1.93022 0.27240 -1.94124
H 0.32730 1.15151 -1.90835
H 2.03531 1.29162 0.32970
H 0.70005 2.38137 -0.13158
H -2.39537 -1.78618 2.24218
H -1.83357 -1.65552 0.88310
O -2.36829 -2.27340 1.42354
```

Electronic energy ... -4686.7193 eV
HOMO-LUMO gap ... 9.405 eV
SMILES string ... CN.O
ΔE to the lowest compared entry with this formula, charge and spin ... 116.6 kJ/mol



The following is a DFT calculation (ωB97M-V/def2-TZVPD) of a molecular structure, C42H38AsBrN4SSbTl.

```
89
Properties=species:S:1:pos:R:3
Tl -0.29409 0.02402 0.09567
C 3.43254 1.80139 0.41190
C 3.07570 0.77409 1.47500
C 3.89021 0.89990 2.59870
C 3.78737 -0.00103 3.63368
C 2.88029 -1.03257 3.48520
C 2.08813 -1.09926 2.34745
N 2.15518 -0.19208 1.35014
Sb 0.88004 -2.87040 2.31860
C 0.85233 -3.09794 0.19027
C 1.07053 -4.40357 -0.21629
C 1.10094 -4.70922 -1.56951
C 0.89988 -3.68883 -2.46797
C 0.67046 -2.39363 -2.01076
C 0.37972 -1.33972 -3.03189
N 0.66551 -2.10086 -0.70199
C -1.00705 -1.95695 2.74188
C -1.66062 -2.51930 3.82455
C -2.86570 -1.97234 4.24506
C -3.37322 -0.90086 3.54865
C -2.68922 -0.38525 2.44771
C -3.32431 0.72196 1.66056
N -1.50712 -0.90483 2.06988
H 3.72727 2.69762 0.95627
H 1.49911 2.48814 -0.05484
H 4.31885 1.45620 -0.12668
H 4.60328 1.71159 2.65305
H 4.40433 0.08728 4.51713
H 2.79138 -1.79319 4.25068
H 1.22020 -5.18174 0.52065
H 1.27200 -5.72261 -1.90693
H 0.90173 -3.87574 -3.53329
H 1.10832 -1.39504 -3.84195
H 0.38120 -0.33678 -2.61350
H -0.60883 -1.51225 -3.46216
H -1.23419 -3.36950 4.34091
H -3.39500 -2.38189 5.09481
H -4.31319 -0.45013 3.83466
H -4.13534 1.16593 2.23393
H -3.73976 0.31832 0.73530
H -2.62051 1.51315 1.41439
C 3.68735 2.40190 -4.70920
C 3.18720 2.48593 -3.32617
C 3.32149 3.61620 -2.53202
C 2.92066 3.50714 -1.22790
C 2.39876 2.27340 -0.67560
Br 0.03089 2.10741 1.67830
N 2.12316 1.20661 -1.56562
C 2.50995 1.31720 -2.78207
H 4.18860 3.30698 -5.03911
H 2.83802 2.18935 -5.36640
H 4.36141 1.54454 -4.80122
H 3.75671 4.52373 -2.92640
H 3.03998 4.34391 -0.54754
H 2.33220 0.49198 -3.46062
S -2.25343 -1.19414 -0.95946
C -3.09660 -0.24170 -2.17578
C -4.18377 -0.88338 -2.78960
C -4.91847 -0.25815 -3.77353
C -4.59529 1.03094 -4.19195
C -3.52866 1.67562 -3.60200
C -2.77995 1.05338 -2.59406
As -1.32406 2.02157 -1.82457
C -2.13218 3.57498 -1.01605
C -3.51548 3.70752 -0.94950
C -4.07600 4.81572 -0.32757
C -3.26299 5.79122 0.22716
C -1.88182 5.65509 0.17663
C -1.32067 4.54480 -0.43177
C -0.48559 2.72614 -3.44013
C -0.04820 4.04356 -3.53579
C 0.50666 4.51683 -4.71964
C 0.62868 3.67744 -5.81830
C 0.20101 2.35869 -5.72757
C -0.35101 1.88494 -4.54504
H -4.44475 -1.88654 -2.47677
H -5.75271 -0.78027 -4.22287
H -5.17152 1.51940 -4.96522
H -3.26772 2.67838 -3.92056
H -4.16255 2.95315 -1.37774
H -5.15204 4.91494 -0.28088
H -3.70381 6.65474 0.70612
H -1.24585 6.40673 0.62439
H -0.24238 4.42901 -0.42130
H -0.18849 4.73117 -2.71124
H 0.80362 5.55487 -4.79460
H 1.02830 4.05714 -6.74958
H 0.26260 1.70715 -6.59025
H -0.73813 0.87289 -4.50747
```

Electronic energy ... -203063.3384 eV
HOMO-LUMO gap ... 4.659 eV
ΔE to the lowest compared entry with this formula, charge and spin ... 232.0 kJ/mol
Net charge ... +2



The following is a DFT calculation (ωB97M-V/def2-TZVPD) of C4H8O2 in the gas phase.

```
14
Properties=species:S:1:pos:R:3
O -0.81981 2.00706 0.01255
C -0.62952 1.01229 -0.97721
C 0.65662 0.29161 -0.63143
C 0.60424 -0.31911 0.74235
C 0.11847 -2.34643 1.57540
O -0.22164 -1.50986 0.63094
H -1.72744 2.32371 -0.03826
H -0.54806 1.45259 -1.98125
H -1.46041 0.29031 -0.98587
H 1.50147 0.98599 -0.66076
H 0.84793 -0.51010 -1.35599
H 1.58255 -0.69840 1.03227
H 0.22209 0.34494 1.51936
H -0.12649 -3.32459 1.11790
```

Electronic energy ... -8368.9575 eV
HOMO-LUMO gap ... 9.185 eV
ΔE to the lowest compared entry with this formula, charge and spin ... 417.2 kJ/mol



The following is a DFT calculation (ωB97M-V/def2-TZVPD) of 5 unconnected molecules or ions with the total composition C29H65FN5O at a distorted geometry.

```
101
Properties=species:S:1:pos:R:3
F 1.48326 -0.30398 -0.92435
C -0.93538 -7.65926 -2.61114
C -1.43902 -6.29806 -3.07776
N -0.48172 -5.22467 -2.72759
C -0.43781 -4.56484 -1.51407
C 0.45022 -3.56341 -1.63685
N 0.91224 -3.59123 -2.92727
C 0.32038 -4.59776 -3.56482
C 1.82239 -2.62494 -3.54916
H -0.04847 -7.95764 -3.16465
H -1.72450 -8.39814 -2.74786
H -0.71831 -7.66368 -1.54212
H -2.37337 -6.04478 -2.58141
H -1.59537 -6.29104 -4.15283
H -1.02040 -4.93649 -0.69034
H 0.75346 -2.81119 -0.92384
H 0.38870 -4.77724 -4.62539
H 2.41297 -2.19636 -2.74198
H 1.30402 -1.79362 -4.02397
H 2.44850 -3.11281 -4.28875
C -4.00923 -1.30632 5.44546
C -2.53800 -1.16280 5.05372
C -2.30787 -1.46994 3.57332
C -2.85826 -0.40195 2.65545
N -2.70497 -0.67107 1.17743
C -3.51410 0.28630 0.35633
C -3.55458 -0.34889 -1.01487
C -3.72605 -1.84063 -0.69868
C -3.32089 -2.00709 0.76995
C -1.27631 -0.65462 0.71634
H -4.14466 -1.13965 6.51075
H -4.36906 -2.29679 5.17079
H -4.61515 -0.55605 4.93208
H -1.93837 -1.88251 5.61238
H -2.15040 -0.16478 5.27312
H -2.70716 -2.45227 3.31215
H -1.23361 -1.56278 3.36212
H -2.46828 0.59585 2.84844
H -3.94512 -0.32598 2.75511
H -3.06190 1.27761 0.39183
H -4.49499 0.34540 0.82703
H -2.66105 -0.14453 -1.59940
H -4.40990 0.03047 -1.57146
H -3.05606 -2.47277 -1.28798
H -4.72048 -2.24339 -0.86586
H -2.60339 -2.77773 1.03550
H -4.18017 -2.14637 1.42885
H -0.68647 -1.09604 1.51295
H -0.97972 0.36784 0.51283
H -1.11680 -1.27831 -0.15659
C -0.31264 4.14365 1.91921
C -0.69886 2.77187 2.51741
C 0.47940 1.96786 3.04757
C 1.50422 1.66446 1.96599
N 2.61151 0.73646 2.39554
C 3.39619 1.37530 3.53136
C 4.81701 0.88576 3.33885
C 5.00892 0.83157 1.80709
C 3.59612 0.70299 1.24676
C 2.14215 -0.62798 2.70506
H -1.20431 4.63564 1.53514
H 0.38287 3.98349 1.08934
H 0.15879 4.81580 2.63436
H -1.23455 2.23620 1.72410
H -1.45261 2.96511 3.28454
H 0.12098 1.05256 3.53382
H 0.95088 2.53863 3.85204
H 2.01397 2.59748 1.74094
H 1.08321 1.21974 1.06048
H 2.99129 0.97972 4.46237
H 3.30958 2.45630 3.50157
H 4.90437 -0.12629 3.73724
H 5.57227 1.49186 3.82972
H 5.66247 0.00851 1.53206
H 5.48394 1.73760 1.43140
H 3.45719 -0.19867 0.65131
H 3.30825 1.49535 0.56446
H 1.75305 -1.03189 1.77172
H 1.43243 -0.60209 3.52713
H 2.99086 -1.22240 3.03878
C 0.24989 4.98085 -2.98313
N 1.20798 4.28334 -3.91123
C 1.31136 5.07204 -5.17345
C 2.54497 4.19731 -3.24186
C 0.71298 2.90619 -4.24997
C 0.51829 1.94653 -3.08726
O 1.73209 1.27502 -2.86049
H -0.76244 4.68906 -3.24560
H 0.36772 6.05146 -3.12603
H 0.49256 4.72538 -1.95855
H 1.65138 6.08291 -4.97297
H 0.32313 5.10094 -5.62815
H 1.99387 4.55125 -5.84085
H 2.43748 3.64147 -2.32005
H 2.82847 5.22452 -3.00218
H 3.26696 3.79916 -3.94601
H 1.42020 2.51317 -4.98118
H -0.21587 3.02681 -4.81276
H -0.25090 1.23253 -3.41416
H 0.11664 2.44435 -2.19465
H 1.65555 0.68198 -2.04975
```

Electronic energy ... -43320.0068 eV
HOMO-LUMO gap ... 10.218 eV
ΔE to the lowest compared entry with this formula, charge and spin ... 0.0 kJ/mol
Net charge ... +3